Record 1
C11H7FeNO3S | ωB97M-V/def2-TZVPD

```
24
C11H7FeNO3S ωB97M-V/def2-TZVPD
O 2.730 2.912 0.030
C 1.955 2.079 -0.003
Fe 0.650 0.734 -0.078
C 1.970 -0.592 -0.108
O 2.754 -1.417 -0.144
C 0.522 0.683 1.787
O 0.405 0.656 2.920
C -0.917 -0.812 -0.430
C -1.739 0.000 0.380
C -1.755 1.391 0.420
C -0.950 2.269 -0.337
C -0.201 2.034 -1.524
C 0.129 0.791 -2.118
C -0.184 -0.493 -1.605
H -0.992 -1.880 -0.207
H -2.339 -0.515 1.119
H -2.378 1.843 1.180
H -1.036 3.324 -0.057
H 0.165 2.922 -2.047
H 0.735 0.823 -3.030
H 0.184 -1.343 -2.189
N -2.140 -3.107 1.349
C -2.132 -4.270 1.601
S -2.124 -5.825 1.916
```

For the HOMO-LUMO gap (spin up / spin down), the calculation gives 5.968 / 4.256 eV. As for the energy relative to the best compared isomer or geometry (same formula, charge and spin): 0.0 kJ/mol. The calculation puts the molecular weight at 289.1 g mol⁻¹. The expectation value of S² is 6.17. For the LUMO energy (spin up / spin down), the calculation gives 0.31 / -3.83 eV. As for the multiplicity: 5.


Record 2
C29H31AsGdGeN2O3S4Se2 | ωB97M-V/def2-TZVPD

```
74
C29H31AsGdGeN2O3S4Se2 ωB97M-V/def2-TZVPD
Gd -2.426 -0.404 2.098
O -5.965 3.424 -0.668
C -5.223 4.312 0.090
C -4.108 3.490 0.830
C -3.194 4.510 1.567
O -2.405 5.353 0.708
C -4.777 2.643 1.858
Se -3.880 1.839 3.407
C -3.375 2.633 -0.192
Se -1.675 1.709 0.429
H -6.772 3.770 -1.103
H -5.903 4.896 0.800
H -4.723 5.111 -0.483
H -2.555 3.909 2.283
H -3.911 5.104 2.146
H -1.601 4.915 0.491
H -5.281 1.770 1.419
H -5.530 3.246 2.372
H -3.070 3.288 -0.988
H -4.048 1.811 -0.576
S -5.035 -4.824 0.879
As -3.577 -3.253 1.060
S -2.819 -2.858 3.260
S -4.447 -1.100 0.561
S -0.728 -1.685 -0.256
N 4.207 0.623 5.571
C 3.817 -0.455 4.793
O 4.607 -1.351 4.498
C 2.415 -0.431 4.372
C 1.733 -1.620 4.129
C 0.415 -1.603 3.592
N -0.190 -0.401 3.272
C 0.432 0.751 3.641
C 1.688 0.753 4.186
H 5.191 0.611 5.916
H 3.524 1.180 6.067
H 2.223 -2.546 4.297
H -0.180 -2.515 3.423
H -0.074 1.714 3.435
H 2.085 1.789 4.329
C 0.166 -3.921 -5.893
C -0.707 -4.000 -4.810
C -0.368 -3.358 -3.594
C 0.966 -2.796 -3.439
C 1.752 -2.747 -4.548
C 1.368 -3.232 -5.820
Ge 1.055 -1.646 -1.853
C 1.313 0.175 -2.436
C 0.900 0.511 -3.750
C 0.917 1.883 -4.114
C 1.359 2.819 -3.191
C 1.895 2.437 -1.940
C 1.953 1.122 -1.588
C 2.653 -2.202 -0.884
C 2.705 -2.112 0.530
C 3.778 -2.637 1.241
C 4.915 -3.097 0.592
C 4.959 -3.022 -0.757
C 3.802 -2.651 -1.506
H -0.188 -4.375 -6.801
H -1.590 -4.529 -4.873
H -1.085 -3.230 -2.788
H 2.745 -2.331 -4.368
H 1.944 -2.958 -6.703
H 0.472 -0.256 -4.369
H 0.542 2.262 -5.058
H 1.370 3.878 -3.472
H 2.153 3.272 -1.285
H 2.418 0.830 -0.694
H 1.837 -1.788 1.075
H 3.717 -2.704 2.323
H 5.672 -3.658 1.113
H 5.885 -3.303 -1.264
H 3.863 -2.742 -2.581
```

For the HOMO-LUMO gap (spin up / spin down), the calculation gives 3.907 / 4.703 eV. The calculation puts the molecular weight at 1046.5 g mol⁻¹. The net charge is -2. The expectation value of S² is 12.14. For the LUMO energy (spin up / spin down), the calculation gives 3.84 / 2.13 eV. As for the multiplicity: 7.


Record 3
C22H66O22 | ωB97M-V/def2-TZVPD

```
110
C22H66O22 ωB97M-V/def2-TZVPD
O 18.747 -9.888 13.097
C 19.357 -8.640 12.786
C 19.109 -8.286 11.344
O 19.601 -9.178 10.371
H 17.823 -9.835 12.841
H 18.923 -7.851 13.400
H 20.420 -8.675 13.021
H 19.621 -7.345 11.145
H 18.045 -8.163 11.144
H 19.025 -9.360 9.625
O 16.019 -9.279 12.864
C 15.758 -9.584 14.266
C 15.304 -11.054 14.542
O 13.843 -11.199 14.577
H 15.331 -9.467 12.221
H 16.775 -9.533 14.657
H 15.125 -8.881 14.808
H 15.644 -11.518 15.468
H 15.649 -11.657 13.702
H 13.476 -10.858 13.758
O 12.446 -9.060 13.087
C 11.977 -7.939 12.381
C 13.018 -6.861 12.008
O 13.707 -6.458 13.154
H 12.720 -8.785 13.965
H 11.515 -8.284 11.456
H 11.236 -7.385 12.958
H 12.531 -6.020 11.513
H 13.698 -7.243 11.248
H 14.522 -5.992 12.952
O 12.989 -0.764 14.535
C 12.660 -1.813 13.664
C 13.994 -2.540 13.181
O 14.544 -3.338 14.217
H 13.486 -0.122 14.023
H 11.813 -2.365 14.072
H 12.339 -1.175 12.840
H 14.757 -1.853 12.815
H 13.710 -3.362 12.525
H 15.237 -3.815 13.756
O 21.033 -6.242 14.340
C 22.047 -6.127 13.437
C 23.099 -5.216 14.011
O 24.382 -5.470 13.402
H 20.239 -6.004 13.857
H 22.465 -7.115 13.241
H 21.675 -5.671 12.519
H 23.215 -5.484 15.061
H 22.799 -4.179 13.862
H 24.762 -6.252 13.810
O 20.330 -4.117 7.600
C 19.277 -3.870 8.462
C 18.874 -5.168 9.175
O 17.637 -4.973 9.832
H 20.269 -3.471 6.893
H 19.737 -3.203 9.191
H 18.463 -3.365 7.942
H 19.692 -5.475 9.826
H 18.700 -5.967 8.454
H 16.948 -4.913 9.166
O 19.042 -5.186 12.371
C 18.151 -4.818 13.386
C 16.865 -5.688 13.337
O 16.032 -5.048 12.477
H 18.677 -4.849 11.549
H 18.532 -4.984 14.394
H 18.017 -3.741 13.282
H 16.375 -5.579 14.304
H 17.021 -6.693 12.945
H 16.472 -5.038 11.624
O 16.286 -7.922 18.703
C 16.298 -7.224 17.496
C 16.042 -5.706 17.615
O 17.166 -5.034 17.929
H 16.929 -8.633 18.646
H 17.192 -7.420 16.904
H 15.480 -7.722 16.975
H 15.178 -5.529 18.256
H 15.673 -5.437 16.625
H 17.530 -5.417 18.731
O 22.199 -2.300 15.750
C 20.987 -2.768 16.145
C 20.865 -2.773 17.728
O 21.953 -3.167 18.481
H 22.867 -2.755 16.268
H 20.105 -2.259 15.758
H 20.859 -3.757 15.705
H 20.044 -3.395 18.085
H 20.619 -1.772 18.081
H 22.530 -2.407 18.586
O 15.977 -0.765 10.353
C 17.286 -1.229 10.392
C 18.262 -0.116 9.818
O 18.256 0.089 8.388
H 15.750 -0.750 9.421
H 17.545 -1.553 11.399
H 17.382 -2.137 9.798
H 19.244 -0.520 10.066
H 18.013 0.801 10.352
H 19.153 -0.043 8.072
O 21.708 -1.450 11.291
C 20.833 -1.941 12.307
C 20.383 -0.727 13.133
O 19.327 -0.007 12.548
H 22.398 -2.086 11.088
H 19.966 -2.349 11.788
H 21.179 -2.760 12.938
H 21.245 -0.133 13.437
H 19.903 -1.109 14.034
H 19.258 0.853 12.968
```

For the HOMO-LUMO gap, the calculation gives 9.495 eV. As for the energy relative to the best compared isomer or geometry (same formula, charge and spin): 430.1 kJ/mol. The calculation puts the molecular weight at 682.7 g mol⁻¹. The SMILES is OCCO.OCCO.OCCO.OCCO.OCCO.OCCO.OCCO.OCCO.OCCO.OCCO.OCCO. For the LUMO energy, the calculation gives -0.24 eV.


Record 4
C4H7N7O2 | ωB97M-V/def2-TZVPD

```
20
C4H7N7O2 ωB97M-V/def2-TZVPD
N 0.863 3.970 -1.570
N 0.233 2.713 -1.303
C 0.433 2.167 -0.053
O 0.884 2.720 0.940
C 0.015 0.815 0.056
N -0.931 0.254 -0.744
N -1.232 -1.065 -0.526
C -0.536 -1.768 0.369
N -0.746 -3.147 0.640
N -1.686 -4.053 0.048
N 0.410 -1.288 1.111
C 0.717 -0.031 0.918
O 1.684 0.287 1.801
H 1.633 3.922 -2.147
H 0.992 4.564 -0.737
H -0.144 2.114 -2.032
H -0.047 -3.590 1.245
H -2.364 -4.249 0.722
H -1.964 -3.729 -0.891
H 1.786 -0.606 2.152
```

For the HOMO-LUMO gap, the calculation gives 8.351 eV. As for the energy relative to the best compared isomer or geometry (same formula, charge and spin): 66.4 kJ/mol. The calculation puts the molecular weight at 185.1 g mol⁻¹. The SMILES is NNC(=O)c1nnc(NN)nc1O. For the LUMO energy, the calculation gives -0.40 eV.